one.
Below is a 2-piece molecular cluster, C4H12N2O overall, with properties calculated with ωB97M-V with the def2-TZVPD basis set.

The HOMO-LUMO gap (spin up / spin down) comes out at 11.37 / 4.92 eV. The spin multiplicity is 2. The calculation puts the LUMO energy (spin up / spin down) at -3.943 / -8.621 eV. Its total charge is +1. Its highest occupied orbital energy (spin up / spin down) is -15.31 / -13.54 eV.

Each line ends with the natural charge from an NBO analysis.
Geometry (Å):
C1 0.250 0.630 1.361  -0.257
C2 -1.186 0.859 0.802  -0.398
C3 -1.115 1.166 -0.755  -0.265
C4 -0.568 -0.989 -1.603  0.012
N1 -0.168 0.175 -1.328  -0.203
N2 1.199 1.661 1.021  -0.563
H1 0.183 0.682 2.481  0.240
H2 0.666 -0.343 1.138  0.230
H3 -1.750 1.674 1.256  0.245
H4 -1.715 -0.087 0.833  0.233
H5 -2.079 1.074 -1.287  0.255
H6 -0.735 2.170 -0.916  0.221
H7 0.072 -1.859 -1.590  0.266
H8 -1.628 -1.089 -1.863  0.215
H9 1.494 1.526 0.041  0.377
H10 0.846 2.614 1.020  0.382
H11 0.971 -3.343 0.984  0.496
H12 2.019 -2.371 0.237  0.486
O1 1.234 -2.919 0.168  -0.973

=====

two.
Below is an isolated ion of composition C4H12N2O and charge +1, with properties calculated with ωB97M-V with the def2-TZVPD basis set.

The HOMO-LUMO gap (spin up / spin down) comes out at 11.24 / 6.92 eV. The spin multiplicity is 2. The calculation puts the LUMO energy (spin up / spin down) at -3.020 / -7.325 eV. Its total charge is +1. Its highest occupied orbital energy (spin up / spin down) is -14.26 / -14.24 eV.

Each line ends with the natural charge from an NBO analysis.
Geometry (Å):
C1 -0.794 0.594 -0.307  -0.304
C2 0.456 1.129 -1.033  -0.420
C3 1.621 1.278 -0.046  -0.054
O1 1.138 1.817 1.169  -0.742
N1 -1.127 -0.720 -0.780  -0.120
C4 -0.965 -1.943 0.036  -0.104
N2 -0.951 -1.651 1.426  -0.819
H1 -1.644 1.245 -0.533  0.282
H2 -0.684 0.562 0.758  0.281
H3 0.781 0.508 -1.852  0.214
H4 0.254 2.121 -1.385  0.239
H5 1.980 0.288 0.183  0.159
H6 2.404 1.899 -0.477  0.205
H7 1.598 2.631 1.431  0.501
H8 -0.852 -0.860 -1.753  0.403
H9 -0.042 -2.424 -0.333  0.235
H10 -1.838 -2.538 -0.253  0.254
H11 -0.016 -1.507 1.784  0.386
H12 -1.316 -2.429 1.966  0.405

=====

three.
Below is an isolated ion of composition C4H12N2O and charge +1, with properties calculated with ωB97M-V with the def2-TZVPD basis set.

The HOMO-LUMO gap (spin up / spin down) comes out at 10.73 / 4.63 eV. The spin multiplicity is 2. The calculation puts the LUMO energy (spin up / spin down) at -3.174 / -9.007 eV. Its total charge is +1. Its highest occupied orbital energy (spin up / spin down) is -13.91 / -13.63 eV.

Each line ends with the natural charge from an NBO analysis.
Geometry (Å):
N1 0.549 0.002 -2.963  -0.563
C1 0.571 -1.089 -2.040  -0.272
C2 0.987 -0.725 -0.532  -0.252
N2 0.149 0.275 0.117  -0.400
C3 -0.241 -0.009 1.523  -0.284
C4 -0.823 1.340 2.168  -0.056
O1 -2.140 1.437 2.506  -0.660
H1 -0.148 0.623 -2.564  0.376
H2 1.438 0.491 -3.153  0.407
H3 1.357 -1.868 -2.502  0.271
H4 -0.451 -1.582 -2.067  0.246
H5 1.125 -1.832 -0.019  0.243
H6 2.128 -0.439 -0.623  0.268
H7 -0.722 0.176 -0.429  0.384
H8 -1.025 -0.711 1.690  0.218
H9 0.537 -0.376 2.123  0.235
H10 -0.235 1.698 3.080  0.204
H11 -0.541 2.037 1.383  0.169
H12 -2.515 0.550 2.303  0.467

=====

Winner for stability: two